No. 1
Formula: C30H36AuBr5GeN3O3Si3
Source: the OMol25 dataset
Level of theory: ωB97M-V/def2-TZVPD

The LUMO energy (spin up / spin down) is -1.2595 / -1.3282 eV. Its max |F| is 1.05 eV Å⁻¹. As for the multiplicity: 2. For the HOMO energy (spin up / spin down), the calculation gives -7.35 / -8.19 eV. The total charge is 0. Its gap between HOMO and LUMO (spin up / spin down) is 6.088 / 6.866 eV.

Last column: Mulliken charge in e.
Element x y z (Å)
Au (2.64659, 0.04604, 1.17781)  0.657
Br (9.35833, -1.39309, 3.14210)  -0.143
C (7.48726, -1.25655, 3.22598)  0.384
C (6.81219, -1.54440, 4.45824)  0.142
Br (7.81544, -2.05023, 5.96765)  -0.150
C (5.45249, -1.46528, 4.53393)  -0.163
Br (4.48454, -1.84038, 6.09618)  -0.092
C (4.65462, -1.09911, 3.38656)  0.558
O (3.42336, -1.05219, 3.40102)  -0.642
C (5.36095, -0.77994, 2.14345)  0.317
O (4.70571, -0.42664, 1.11693)  -0.662
C (6.77736, -0.88665, 2.10978)  -0.381
Br (7.59404, -0.49280, 0.46038)  -0.105
Br (-9.83868, 3.67402, 3.80843)  -0.181
C (-8.06995, 3.04842, 3.56218)  0.138
C (-7.86268, 1.71452, 3.23857)  -0.638
C (-6.57236, 1.25357, 3.04153)  -0.257
C (-5.50361, 2.12900, 3.17907)  0.027
C (-5.71985, 3.45248, 3.52061)  -0.075
C (-7.01289, 3.92649, 3.70651)  -0.589
N (-4.12849, 1.75582, 2.97553)  -0.212
N (-4.02833, 0.60180, 2.51834)  -0.105
C (-2.74668, 0.23757, 2.00403)  -0.606
C (-2.74872, -1.02226, 1.46833)  -0.040
C (-1.64885, -1.55371, 0.77900)  -0.681
C (-0.50036, -0.82071, 0.65947)  -0.087
O (0.53395, -1.22433, -0.04728)  -0.894
C (-0.41472, 0.45042, 1.33474)  0.558
N (0.80315, 1.09611, 1.30609)  -0.229
C (0.89533, 2.31399, 1.80778)  -0.154
C (-0.19921, 2.97334, 2.37771)  -0.843
C (-1.39873, 2.32842, 2.47745)  -0.819
C (-1.54728, 1.01931, 1.96030)  0.956
H (-8.70686, 1.04790, 3.13178)  0.393
H (-6.38809, 0.21863, 2.78771)  0.393
H (-4.86980, 4.11477, 3.62876)  0.400
H (-7.19167, 4.96043, 3.96596)  0.398
H (-3.66592, -1.59233, 1.54647)  0.497
H (-1.70941, -2.52468, 0.30812)  0.474
H (1.86836, 2.78439, 1.76130)  0.441
H (-0.07013, 3.97434, 2.76550)  0.434
H (-2.24770, 2.80247, 2.94423)  0.681
C (-0.13986, 1.56289, -4.10687)  -1.275
Si (0.20432, 1.52542, -2.26009)  0.778
C (-1.31235, 2.14235, -1.34264)  -0.878
C (1.68703, 2.61042, -1.90087)  -1.011
Ge (0.60943, -0.78834, -1.86226)  0.340
Si (2.77945, -1.54913, -2.51128)  0.363
C (3.30564, -2.80356, -1.23419)  -0.757
C (2.59309, -2.35449, -4.19393)  -1.158
C (4.00082, -0.14893, -2.67655)  -0.947
Si (-1.12780, -2.13515, -2.81848)  0.643
C (-2.84112, -1.44430, -2.45317)  -1.046
C (-0.91727, -3.86351, -2.11090)  -1.326
C (-0.95044, -2.18861, -4.68625)  -1.166
H (-0.23066, 2.59980, -4.44542)  0.435
H (-1.07377, 1.05125, -4.35535)  0.256
H (0.66623, 1.09754, -4.68213)  0.322
H (-1.78033, 2.94554, -1.91983)  0.527
H (-1.05444, 2.54989, -0.36016)  0.193
H (-2.06064, 1.35959, -1.19664)  0.131
H (1.37007, 3.64906, -1.76938)  0.430
H (2.38597, 2.57915, -2.74032)  0.386
H (2.23069, 2.29462, -1.00709)  0.076
H (2.58246, -3.61975, -1.15815)  0.303
H (3.40485, -2.34674, -0.24594)  0.064
H (4.27535, -3.22923, -1.50963)  0.416
H (1.89499, -3.19316, -4.17750)  0.218
H (3.56311, -2.73719, -4.52612)  0.414
H (2.24722, -1.64011, -4.94632)  0.316
H (4.12102, 0.45510, -1.77199)  0.228
H (3.71075, 0.50673, -3.50298)  0.290
H (4.98315, -0.56838, -2.91734)  0.413
H (-2.89838, -0.86413, -1.53281)  0.114
H (-3.56836, -2.25884, -2.37858)  0.400
H (-3.15639, -0.79790, -3.27756)  0.311
H (-0.47885, -3.84906, -1.11039)  0.311
H (-0.25272, -4.44950, -2.75133)  0.318
H (-1.87409, -4.39008, -2.05731)  0.451
H (-0.80175, -1.19209, -5.11001)  0.261
H (-1.86371, -2.60082, -5.12689)  0.424
H (-0.11537, -2.81531, -5.00353)  0.332


No. 2
Formula: C30H36ClCrN7O2S
Source: the OMol25 dataset
Level of theory: ωB97M-V/def2-TZVPD

The LUMO energy (spin up / spin down) is 0.2349 / 0.2328 eV. Its max |F| is 0.87 eV Å⁻¹. As for the multiplicity: 5. For the HOMO energy (spin up / spin down), the calculation gives -6.95 / -7.33 eV. The total charge is 0. Its gap between HOMO and LUMO (spin up / spin down) is 7.180 / 7.560 eV.

Last column: Mulliken charge in e.
Element x y z (Å)
Cr (-3.11912, -0.09470, 0.68342)  0.263
N (-4.78985, 1.84781, 4.24191)  -0.474
C (-4.42927, 1.08525, 3.15534)  0.546
S (-3.77320, 1.96036, 1.78374)  -0.590
N (-4.63150, -0.19246, 3.28432)  -1.153
N (-4.19266, -0.94307, 2.17755)  1.058
C (-4.42871, -2.19242, 2.27656)  -0.691
C (-4.08030, -3.22559, 1.30220)  0.490
C (-4.37975, -4.55128, 1.65710)  -0.651
C (-4.11076, -5.61046, 0.81913)  -0.727
C (-3.52377, -5.33926, -0.42227)  -0.548
C (-3.22037, -4.05016, -0.80032)  -0.447
C (-3.47498, -2.95440, 0.04900)  0.568
O (-3.16253, -1.74705, -0.35780)  -0.377
H (-4.95544, 2.82187, 4.06473)  0.238
H (-5.39127, 1.39775, 4.91132)  0.251
H (-4.93800, -2.50938, 3.18556)  0.303
H (-4.84651, -4.73057, 2.62195)  0.345
H (-4.34683, -6.62516, 1.11298)  0.394
H (-3.30553, -6.15633, -1.10216)  0.386
H (-2.77141, -3.83841, -1.76454)  0.462
C (4.40029, 2.70598, -2.03517)  -1.762
C (3.02129, 3.30066, -2.34012)  1.541
C (2.91439, 4.64024, -1.59588)  -1.684
C (2.96403, 3.58288, -3.84923)  -1.835
C (1.87975, 2.30171, -1.92174)  2.193
O (1.78681, 1.22208, -2.83840)  -0.696
C (1.97126, 1.77216, -0.46875)  0.532
C (2.70421, 0.44957, -0.21386)  -0.487
C (2.08004, -0.76297, -0.87644)  -0.692
C (0.70626, -0.99214, -0.86193)  2.008
C (0.15178, -2.08673, -1.50807)  -1.687
C (0.98443, -2.97960, -2.16546)  0.151
Cl (0.30406, -4.36265, -2.97525)  -0.239
C (2.35222, -2.78414, -2.19463)  -0.990
C (2.88817, -1.67342, -1.55179)  -0.205
C (0.52222, 2.99118, -2.07214)  -1.803
N (-0.58623, 2.06892, -1.84485)  1.163
C (-1.19179, 1.81860, -0.69473)  -0.584
N (-2.04912, 0.83372, -0.85051)  0.640
C (-1.96295, 0.53841, -2.18258)  -0.886
N (-1.10131, 1.28305, -2.83292)  -0.980
H (5.17248, 3.38271, -2.41029)  0.541
H (4.55405, 1.74020, -2.53106)  0.306
H (4.57125, 2.58061, -0.96307)  0.277
H (3.79598, 5.24711, -1.81982)  0.470
H (2.87399, 4.52066, -0.50885)  0.282
H (2.04289, 5.21970, -1.90975)  0.375
H (3.85486, 4.14619, -4.14197)  0.457
H (2.09869, 4.18903, -4.13083)  0.359
H (2.93193, 2.66192, -4.43015)  0.371
H (2.51292, 0.60322, -2.70449)  0.603
H (0.95204, 1.61125, -0.11329)  -1.568
H (2.39073, 2.54383, 0.18219)  0.686
H (2.71756, 0.30048, 0.87085)  -0.462
H (3.74711, 0.50262, -0.51599)  0.373
H (0.04033, -0.29768, -0.35807)  0.770
H (-0.92198, -2.24122, -1.51369)  0.217
H (2.98809, -3.48694, -2.71831)  0.441
H (3.96176, -1.51475, -1.58185)  0.391
H (0.39990, 3.40648, -3.06680)  0.339
H (0.42652, 3.78552, -1.33674)  0.343
H (-1.00173, 2.34637, 0.22886)  0.411
H (-2.54170, -0.24765, -2.64135)  0.581
C (2.84800, -0.96924, 3.73692)  -1.559
C (1.44286, -0.74107, 3.24574)  1.006
C (0.61245, -1.79618, 2.90440)  -0.802
C (-0.67227, -1.53358, 2.44272)  -0.342
N (-1.16368, -0.30428, 2.30658)  0.343
C (-0.37552, 0.71160, 2.65668)  -0.535
C (0.91811, 0.54183, 3.12553)  -0.725
H (3.16235, -2.00166, 3.58505)  0.354
H (2.91777, -0.74940, 4.80403)  0.382
H (3.55453, -0.31552, 3.22263)  0.313
H (0.96298, -2.82160, 2.96707)  0.370
H (-1.33261, -2.34901, 2.15266)  0.289
H (-0.82390, 1.69835, 2.56687)  0.563
H (1.51317, 1.41029, 3.39233)  0.434


No. 3
Formula: C30H36ClN5O2STi
Source: the OMol25 dataset
Level of theory: ωB97M-V/def2-TZVPD

The LUMO energy (spin up / spin down) is -3.3534 / -3.5067 eV. Its max |F| is 0.48 eV Å⁻¹. As for the multiplicity: 2. For the HOMO energy (spin up / spin down), the calculation gives -10.82 / -10.89 eV. The total charge is +1. Its gap between HOMO and LUMO (spin up / spin down) is 7.469 / 7.380 eV.

Last column: Mulliken charge in e.
Element x y z (Å)
Ti (0.24162, -0.38985, 0.14143)  -0.541
C (-3.93714, 3.43289, 0.71175)  -1.712
C (-5.12058, 2.47688, 0.85717)  1.984
C (-6.13964, 2.79344, -0.24644)  -1.720
C (-5.75809, 2.71398, 2.23368)  -1.704
C (-4.69164, 1.01615, 0.74180)  -0.006
C (-5.66317, 0.00675, 0.88255)  -0.474
C (-5.35231, -1.32820, 0.77254)  -1.518
C (-4.02726, -1.67462, 0.52430)  0.761
S (-3.34303, -3.24822, 0.30698)  -0.435
C (-1.79565, -2.53427, 0.08166)  0.724
N (-1.76398, -1.22455, 0.15783)  1.040
C (-3.03922, -0.70142, 0.39515)  -1.935
C (-3.38250, 0.64760, 0.49658)  1.145
C (-0.57181, -3.29249, -0.19089)  1.120
C (-0.61391, -4.67563, -0.35558)  -1.148
C (0.55030, -5.36585, -0.63940)  -0.896
C (1.73942, -4.66187, -0.75836)  -1.171
C (1.76021, -3.28230, -0.58408)  -0.034
C (0.61542, -2.53599, -0.28617)  0.867
H (-4.28929, 4.46178, 0.79496)  0.550
H (-3.44897, 3.32791, -0.26088)  0.324
H (-3.20140, 3.26829, 1.50306)  0.198
H (-6.45913, 3.83449, -0.17385)  0.440
H (-7.02776, 2.16662, -0.16643)  0.365
H (-5.70434, 2.63582, -1.23503)  0.381
H (-6.06797, 3.75629, 2.32728)  0.448
H (-5.04880, 2.49410, 3.03413)  0.368
H (-6.63984, 2.09152, 2.38469)  0.355
H (-6.69126, 0.28104, 1.07702)  0.466
H (-6.11860, -2.08477, 0.87432)  0.405
H (-2.61605, 1.38838, 0.35511)  0.147
H (-1.55062, -5.21474, -0.26996)  0.414
H (0.53077, -6.43878, -0.77312)  0.410
H (2.65682, -5.18932, -0.98782)  0.469
H (2.72478, -2.79644, -0.69301)  0.160
Cl (-1.07523, 4.39993, 5.62172)  -0.194
C (-0.72707, 3.11138, 4.52226)  -0.178
C (-0.44691, 1.83110, 5.02632)  -0.583
C (-0.16898, 0.78218, 4.18431)  -0.727
C (-0.16017, 0.97161, 2.79306)  0.379
O (0.10702, -0.03136, 1.99399)  -0.102
C (-0.44318, 2.26334, 2.29021)  1.602
C (-0.46096, 2.52895, 0.88973)  -0.678
O (-0.24875, 1.69970, -0.01650)  -0.114
C (-0.72494, 3.32757, 3.17366)  -1.193
H (-0.45314, 1.67928, 6.09763)  0.465
H (0.04184, -0.20503, 4.57212)  0.548
H (-0.68275, 3.56068, 0.59071)  0.340
H (-0.94162, 4.31162, 2.77588)  0.478
N (-1.11943, 0.66978, -2.51623)  -0.674
N (-0.08134, -0.22737, -2.10081)  -0.243
H (-1.10219, 0.78818, -3.52255)  0.302
H (-0.95040, 1.56129, -2.06826)  0.121
H (0.77395, -0.10226, -2.63970)  0.351
H (-0.40456, -1.17217, -2.29522)  0.417
C (3.11766, -0.57314, 1.18636)  -0.347
C (4.62199, -0.21969, 1.27453)  -0.858
N (4.97302, 0.75110, 0.24272)  -0.133
C (4.21789, 1.97849, 0.46334)  -0.935
C (2.69504, 1.68400, 0.49362)  -0.816
N (2.45325, 0.26163, 0.14041)  1.152
C (3.09425, 0.02555, -1.17860)  -0.783
C (4.62891, 0.19515, -1.06009)  -1.034
H (2.60045, -0.37666, 2.12466)  0.317
H (2.95446, -1.61948, 0.94232)  0.316
H (5.23829, -1.10841, 1.13648)  0.340
H (4.87003, 0.20268, 2.24865)  0.268
H (4.46141, 2.67941, -0.33616)  0.271
H (4.54496, 2.42569, 1.40227)  0.375
H (2.15685, 2.30779, -0.21920)  0.468
H (2.26931, 1.85515, 1.48398)  0.210
H (2.67984, 0.76739, -1.86605)  0.572
H (2.81635, -0.96576, -1.53948)  0.402
H (5.00592, 0.85266, -1.84388)  0.330
H (5.13661, -0.76452, -1.16257)  0.318